No. 1
{
  "formula": "C7H18AgBr2Cl3F3O6S",
  "method": "the ωB97M-V functional and the def2-TZVPD basis",
  "charge": 1,
  "energy_ev": -220464.291,
  "homo_ev": -12.246,
  "symbols": ["Ag", "O", "H", "H", "H", "O", "H", "H", "H", "C", "C", "C", "O", "H", "H", "H", "H", "H", "H", "H", "C", "F", "F", "F", "S", "O", "O", "O", "C", "Cl", "Cl", "Cl", "H", "Br", "C", "C", "Br", "H", "H", "H", "H"],
  "positions_angstrom": [[0.344772, 2.257220, 1.911019], [-2.810891, 0.202400, 1.796791], [-2.502052, -0.443962, 1.102573], [-2.402360, 0.117223, 2.668384], [-2.537515, 1.152065, 1.529995], [1.799483, -3.163451, 2.852384], [1.582347, -2.734838, 1.974811], [2.625592, -3.666990, 2.741005], [1.952556, -2.384073, 3.415196], [-3.236601, 1.815498, -0.802055], [-2.275691, 2.631350, 0.047420], [-2.701751, 4.100913, -0.075920], [-2.272235, 2.124893, 1.380217], [-2.931724, 0.769106, -0.736053], [-3.173204, 2.124143, -1.846204], [-4.252650, 1.967152, -0.438315], [-1.270595, 2.509392, -0.372584], [-3.754257, 4.331058, 0.106272], [-2.652844, 4.479509, -1.098791], [-2.132641, 4.683964, 0.649581], [0.657048, -0.970726, -1.687373], [0.813332, -2.224651, -2.102669], [1.774016, -0.264302, -1.923110], [-0.304239, -0.430462, -2.431553], [0.100621, -0.933072, 0.134491], [-1.331166, -1.051404, 0.135589], [0.851416, -2.044079, 0.740647], [0.439234, 0.345026, 0.801366], [-1.899622, -3.917421, -3.076877], [-2.360173, -3.618326, -4.717844], [-0.367902, -4.855688, -3.018042], [-3.294781, -4.726872, -2.256887], [-1.633876, -3.087894, -2.429120], [5.929413, 1.628455, 2.442440], [4.562478, 0.964231, 1.191808], [4.999361, 0.314925, -0.091575], [6.262037, -1.175280, 0.103281], [3.866172, 1.790460, 1.034075], [3.808456, 0.321517, 1.656691], [5.577150, 1.072710, -0.619181], [4.153286, -0.009719, -0.691891]],
  "atomic_forces_ev_per_a": [[-1.2501, 0.2113, -0.2155], [-2.7079, -8.2348, 2.1898], [0.2030, 0.2026, 1.1426], [-0.1091, -0.8299, -0.2653], [0.3105, 2.6554, -1.5659], [0.3615, 0.1912, 0.2830], [-1.1227, 0.3778, -1.5834], [0.1971, -0.1748, 0.2028], [0.1954, -0.1701, 0.5562], [0.4689, -0.2990, 0.0376], [-1.1048, 0.1137, -0.2900], [-0.0012, 0.1703, 0.4988], [3.0605, 7.2020, -1.0059], [-0.3854, -0.0945, -0.2481], [-0.0789, -0.0338, 0.0110], [-0.0229, -0.2027, -0.0360], [0.1712, 0.1718, -0.1781], [-0.1187, -0.7219, 0.6427], [0.9170, -0.0788, -0.0025], [0.1201, 0.3838, -0.3401], [-0.2160, 0.4379, -0.9751], [0.2246, 0.4532, 0.7294], [-0.3409, -0.5452, 0.7636], [-0.0999, 0.0848, 0.4678], [0.2909, 1.0192, 1.9398], [0.1505, -1.2907, -1.1690], [0.0483, 0.0664, -0.2828], [0.9987, -0.9509, -1.2669], [0.0431, -0.9548, 0.9504], [0.1652, 0.5442, -0.1369], [-0.5416, -0.3007, -0.0402], [0.8108, 0.1139, -0.1149], [-0.5330, 0.5042, -0.6695], [-0.6783, -0.5612, -0.6905], [-1.5359, -0.3387, 0.7677], [1.2704, 0.9846, -0.1002], [-0.6102, 0.2326, 0.1527], [0.6955, 0.5534, -0.6984], [0.7938, -0.5512, 0.8288], [-0.0701, -0.2715, -0.4075], [0.0306, -0.0692, 0.1181]]
}


No. 2
{
  "formula": "C7H18B3NO4",
  "method": "the ωB97M-V functional and the def2-TZVPD basis",
  "smiles": "CCCCB1OBOBO1.CNC(C)=O",
  "charge": 0,
  "energy_ev": -19267.653,
  "homo_ev": -9.671,
  "symbols": ["C", "C", "C", "C", "B", "O", "B", "O", "B", "O", "H", "H", "H", "H", "H", "H", "H", "H", "H", "H", "H", "C", "C", "O", "N", "C", "H", "H", "H", "H", "H", "H", "H"],
  "positions_angstrom": [[-2.736730, 3.668615, 0.363353], [-1.880285, 2.398085, 0.357876], [-0.561056, 2.568059, -0.392264], [0.290729, 1.290400, -0.364852], [1.563932, 1.302564, 0.523455], [2.019806, 2.432291, 1.197010], [2.582492, 2.243475, 2.435453], [3.340188, 1.105728, 2.631993], [2.959873, -0.023014, 1.932153], [2.290564, 0.127428, 0.743418], [-3.798577, 3.446035, 0.255114], [-2.461308, 4.326248, -0.464431], [-2.612227, 4.244723, 1.280999], [-2.431306, 1.575993, -0.106199], [-1.664487, 2.087705, 1.385220], [-0.792821, 2.843174, -1.424935], [-0.007664, 3.410887, 0.031121], [0.598246, 0.996255, -1.374597], [-0.306940, 0.433750, -0.039658], [2.372763, 2.994460, 3.331657], [3.176248, -1.103232, 2.378230], [-0.928477, -3.224220, 0.065767], [-0.629823, -2.531214, -1.244701], [-1.040666, -1.408007, -1.482028], [0.125872, -3.202380, -2.154122], [0.701200, -4.523506, -2.037980], [-1.534583, -2.549605, 0.662424], [-1.475485, -4.154642, -0.091387], [-0.010104, -3.457572, 0.606118], [0.290871, -2.682908, -3.001851], [1.789823, -4.489028, -2.108728], [0.326247, -5.189535, -2.817242], [0.443687, -4.957013, -1.076386]],
  "atomic_forces_ev_per_a": [[0.0080, 0.0562, -0.0302], [0.0096, 0.0558, -0.0210], [-0.0238, 0.0011, -0.0318], [0.2074, 0.1558, -0.1122], [0.5575, 0.0488, -0.1845], [-0.8222, 0.0409, 0.3977], [0.4980, -0.0104, -0.4186], [-0.5631, -0.2457, 0.6380], [0.4068, 0.2399, -0.4074], [-0.6012, -0.2638, 0.3532], [0.0002, -0.0116, 0.0749], [-0.0266, -0.0375, -0.0312], [0.0425, 0.0005, -0.0053], [0.0291, -0.0151, 0.0208], [-0.0541, -0.0468, -0.0047], [0.0093, -0.0115, 0.0175], [-0.0036, -0.0040, 0.0043], [-0.0104, -0.0298, 0.0066], [-0.0439, -0.0328, -0.0667], [0.2233, 0.1448, -0.0793], [0.1807, -0.0012, -0.1087], [-0.0049, 0.0146, -0.0037], [0.0483, -0.0099, 0.0368], [-0.0579, -0.0428, -0.0348], [-0.0170, 0.0095, -0.0314], [0.0116, -0.0284, 0.0188], [-0.0003, -0.0055, 0.0031], [0.0024, -0.0005, -0.0050], [0.0030, 0.0059, -0.0025], [-0.0003, 0.0089, 0.0042], [-0.0009, 0.0144, 0.0086], [-0.0142, 0.0083, 0.0011], [0.0066, -0.0081, -0.0064]]
}


No. 3
{
  "formula": "C7H18BCl2N2O2",
  "method": "the ωB97M-V functional and the def2-TZVPD basis",
  "charge": 1,
  "energy_ev": -40340.877,
  "homo_ev": -12.268,
  "symbols": ["O", "B", "O", "C", "C", "C", "N", "C", "C", "N", "H", "H", "H", "H", "H", "H", "H", "H", "H", "H", "H", "H", "H", "H", "Cl", "C", "C", "Cl", "H", "H", "H", "H"],
  "positions_angstrom": [[2.543310, -1.917787, 1.264550], [1.348097, -1.821366, 0.366921], [0.672933, -3.114925, 0.047894], [0.901955, -0.357696, -0.230704], [-0.742263, -0.063578, -0.119868], [-1.076926, 0.124876, 1.452883], [-2.049568, -0.829986, 2.082017], [-2.385322, -2.064427, 1.279811], [-2.790142, -1.549416, -0.221699], [-1.574686, -1.014315, -0.915429], [2.856058, -2.876576, 1.109354], [0.549755, -3.543250, 0.957591], [1.397633, 0.540416, 0.377302], [1.234718, -0.195467, -1.355768], [-0.866730, 1.008545, -0.631837], [-1.534972, 1.218805, 1.593118], [-0.103848, 0.124585, 2.144760], [-2.966585, -0.300916, 2.199749], [-1.756729, -1.070864, 3.075997], [-1.594286, -2.923659, 1.321963], [-3.384968, -2.512062, 1.754914], [-3.133704, -2.521051, -0.824285], [-3.700669, -0.811055, -0.267692], [-1.037704, -1.723476, -1.456187], [3.602217, 2.059476, -0.948496], [2.955345, 3.121401, -2.224223], [1.921314, 4.098462, -1.688355], [0.417060, 3.282453, -1.194671], [2.540089, 2.488124, -3.014472], [3.805807, 3.670150, -2.639697], [1.650060, 4.817318, -2.467366], [2.302754, 4.657260, -0.828075]],
  "atomic_forces_ev_per_a": [[-2.5997, -1.8391, -2.8818], [1.7649, -1.1786, 0.7521], [0.5799, 2.2705, 2.6810], [-0.7935, 1.1110, 0.0573], [1.6412, 1.2205, -1.1372], [1.4625, 2.6575, 0.3972], [-1.2808, 0.0340, 1.3781], [-2.7572, -1.5070, -0.8024], [0.7770, -1.8500, -0.7815], [-0.4811, -0.1965, 1.1093], [-0.4944, 2.0699, 0.7086], [0.5814, 0.3807, -2.0002], [-0.8368, -2.0638, -1.3892], [-0.6858, -0.4708, 2.2766], [0.1752, -2.2414, 1.4513], [0.9883, -2.4911, -0.2434], [-1.9965, -0.1732, -1.8218], [1.3422, -0.9477, -0.1962], [-0.3311, 0.2982, -1.5602], [-1.2083, 2.1823, -0.2621], [2.2476, 0.9605, -0.7839], [0.6725, 2.1815, 1.4099], [1.7961, -1.2030, 0.5287], [-0.5949, 0.7632, 1.1069], [-0.0229, -0.0386, 0.0299], [-0.1141, 0.1997, -0.2367], [0.4573, 0.2552, -0.1734], [-0.0768, -0.0527, 0.0760], [0.0293, 0.1251, 0.2336], [-0.1785, -0.0196, 0.1308], [0.0356, -0.2011, 0.0834], [-0.0985, -0.2354, -0.1405]]
}


No. 4
{
  "formula": "C7H18BGdNO3",
  "method": "the ωB97M-V functional and the def2-TZVPD basis",
  "s_squared": 15.778,
  "charge": 3,
  "energy_ev": -36659.239,
  "homo_ev": [-18.813, -18.684],
  "spin_multiplicity": 8,
  "symbols": ["C", "C", "O", "C", "N", "C", "C", "O", "B", "C", "C", "O", "H", "H", "H", "H", "H", "H", "H", "H", "H", "H", "H", "H", "H", "H", "H", "H", "H", "H", "Gd"],
  "positions_angstrom": [[-2.563113, 0.961400, -0.197426], [-2.923294, 1.812530, 1.011703], [-4.167829, 1.416837, 1.501613], [-1.922405, 1.643739, 2.201525], [-0.561094, 1.905136, 1.871215], [0.441021, 0.858759, 1.976909], [1.151683, 0.592903, 0.639443], [1.990690, -0.567811, 0.843556], [1.873783, -1.550590, -0.089022], [2.390688, -1.349146, -1.622397], [1.486960, -2.117753, -2.637289], [2.273840, -3.120317, -3.328407], [-2.393949, -0.067744, 0.123859], [-1.716569, 1.349909, -0.761933], [-3.408292, 0.927910, -0.873474], [-3.043141, 2.845345, 0.696844], [-4.130616, 0.464750, 1.702098], [-2.228452, 2.399261, 2.939071], [-2.052881, 0.682645, 2.687266], [-0.464950, 2.461207, 1.020973], [1.185486, 1.161969, 2.715636], [0.018770, -0.074294, 2.331454], [1.751856, 1.438502, 0.320390], [0.386679, 0.366752, -0.103118], [1.397285, -2.587371, 0.256512], [2.403565, -0.295330, -1.879955], [3.415794, -1.799085, -1.652181], [1.119779, -1.422060, -3.379974], [0.670810, -2.618256, -2.137537], [2.930193, -2.689017, -3.884626], [4.687704, -3.030778, -2.292726]],
  "atomic_forces_ev_per_a": [[0.1660, -0.2149, 0.2425], [-0.9998, -0.4293, -0.8383], [0.4807, -0.1665, 0.4060], [0.2974, 0.9180, 0.7304], [-0.6180, -1.7221, -1.2751], [0.6339, 0.1408, 0.0296], [0.0762, -0.0539, 0.3168], [-0.7645, 0.1294, -0.5192], [0.3912, 0.0782, 0.5735], [-1.3014, -0.5428, 0.2602], [0.9599, 0.7432, -0.0079], [1.2602, -0.6555, 1.0782], [0.2369, -0.1468, -0.0618], [0.2154, 0.0085, 0.0162], [-0.2020, 0.1874, -0.0965], [0.2116, 0.2740, 0.2996], [-0.3869, 0.2615, -0.1280], [-0.2125, 0.1780, -0.0088], [0.2538, -0.2139, 0.0532], [0.2203, 0.7682, 0.4864], [0.1118, 0.1164, 0.1259], [-0.3499, 0.0166, 0.1679], [0.1096, 0.1558, -0.0452], [-0.0347, 0.1369, -0.1968], [0.2570, -0.2564, -0.1790], [0.7330, 0.1797, -0.0862], [-1.7111, 2.0623, 0.8309], [-0.3521, 0.0312, -0.0913], [-0.1005, -0.3913, -0.1292], [-1.0572, 0.5597, -1.4393], [1.4756, -2.1524, -0.5147]]
}


No. 5
{
  "formula": "C7H18ClHfIO2P",
  "method": "the ωB97M-V functional and the def2-TZVPD basis",
  "charge": 3,
  "energy_ev": -42833.782,
  "homo_ev": -21.478,
  "symbols": ["C", "I", "H", "H", "H", "Hf", "P", "C", "C", "H", "H", "H", "C", "H", "H", "H", "H", "H", "H", "C", "O", "Cl", "C", "C", "O", "H", "H", "H", "H", "H", "H"],
  "positions_angstrom": [[-3.069758, 1.259706, -0.090650], [-3.488390, -1.357391, 0.109060], [-2.123499, 1.753315, 0.252789], [-3.884740, 1.572863, 0.590701], [-3.341268, 1.481256, -1.139696], [-1.084218, -0.067697, 0.396745], [0.093350, 0.055973, -1.822262], [0.038433, -1.164685, -3.169460], [-0.394470, 1.625949, -2.641601], [2.037614, 1.000240, -0.706907], [2.381985, 0.637248, -2.428273], [2.324666, -0.664299, -1.210826], [1.873025, 0.283155, -1.521603], [-0.369354, 2.430364, -1.890378], [0.247041, 1.884351, -3.501349], [0.514780, -0.773941, -4.091226], [-1.013218, -1.412285, -3.394853], [-1.432428, 1.526857, -2.979546], [0.544702, -2.094495, -2.857160], [-0.267208, -2.122264, -0.200804], [0.292892, -3.151321, -0.296211], [-0.203901, 2.062600, 1.233689], [1.564233, -0.870397, 4.189748], [0.702457, 0.052443, 3.330728], [0.452203, -0.685495, 2.031278], [1.058721, -1.827930, 4.382338], [1.839845, -0.495011, 5.191923], [2.520078, -1.074313, 3.701733], [-0.303946, 0.318646, 3.674599], [1.211930, 0.986674, 3.035233], [1.278441, -1.170115, 1.822238]],
  "atomic_forces_ev_per_a": [[-2.7756, -0.6367, -0.4327], [-0.3146, 2.0509, -0.1959], [0.1215, -0.1299, 0.1856], [0.4408, -0.2553, -0.2458], [0.2342, -0.4818, 0.4164], [2.8523, 1.3213, 3.5772], [1.7827, 1.4401, -3.4440], [-0.6380, -0.8621, 0.1648], [-0.7257, 0.2577, 0.6655], [0.0183, 0.0053, -0.2742], [-0.3318, -0.0914, 0.0694], [0.0471, 0.0317, -0.1459], [0.2616, -0.1422, 1.0314], [0.1558, -0.0546, -0.3626], [-0.0810, -0.3368, 0.4032], [-0.1433, 0.0235, 0.6478], [0.3834, 0.0607, -0.0821], [0.1652, 0.0702, -0.1727], [-0.1057, 0.3522, -0.2715], [3.7748, -7.3024, -0.0602], [-3.3457, 5.9882, 0.2801], [-0.8423, -0.9889, -1.1148], [-0.4269, -0.3031, 0.3511], [0.7022, 0.3687, 0.4466], [-0.7237, -0.2302, -1.3817], [0.0504, 0.2648, -0.1554], [-0.3840, 0.3574, -0.5644], [0.0069, 0.0665, -0.1543], [0.3517, -0.3633, 0.2647], [-0.0997, -0.5479, 0.3003], [-0.4110, 0.0673, 0.2540]]
}


No. 6
{
  "formula": "C7H18IN3O2PS",
  "method": "the ωB97M-V functional and the def2-TZVPD basis",
  "charge": 1,
  "energy_ev": -44334.288,
  "homo_ev": -11.475,
  "symbols": ["N", "C", "N", "C", "C", "O", "I", "N", "P", "S", "H", "H", "H", "H", "H", "H", "H", "H", "C", "C", "O", "C", "C", "H", "H", "H", "H", "H", "H", "H", "H", "H", "H"],
  "positions_angstrom": [[0.193230, -4.054962, -1.421647], [0.214711, -3.256669, -2.507665], [-0.969322, -2.915285, -3.047821], [-1.358078, -1.507516, -3.218198], [-2.032092, -1.018429, -1.936151], [-2.617466, -1.753292, -1.208431], [-1.795462, 1.047786, -1.567884], [1.335050, -2.838976, -3.092677], [2.980424, -3.061467, -2.521028], [3.266863, -2.807657, -0.659701], [-0.121692, -3.617253, -0.561693], [1.017596, -4.621353, -1.264448], [-1.690732, -3.411127, -2.523521], [-0.500709, -0.881035, -3.454616], [-2.061896, -1.416094, -4.047135], [1.213373, -2.368169, -3.982963], [3.563405, -2.154152, -3.409843], [3.249366, -4.318579, -3.072308], [-0.667290, 4.696727, 3.567262], [-0.101511, 4.127802, 2.278598], [0.904013, 3.145525, 2.468022], [0.513759, 1.987741, 3.182234], [-0.595781, 1.198346, 2.507913], [0.133541, 5.092125, 4.192656], [-1.361757, 5.505800, 3.339339], [-1.212086, 3.948925, 4.144815], [0.389102, 4.916642, 1.708603], [-0.911617, 3.735519, 1.650216], [0.232616, 2.236850, 4.211157], [1.416933, 1.379723, 3.240826], [-1.534172, 1.753447, 2.472974], [-0.783642, 0.271208, 3.051005], [-0.308675, 0.957850, 1.482110]],
  "atomic_forces_ev_per_a": [[0.6604, -0.3838, -0.1405], [0.0798, 0.3331, -0.2625], [-0.4800, 0.2856, 1.1622], [0.2791, -0.0025, -0.4546], [-0.0840, 0.0850, 0.0446], [0.1658, -0.0273, -0.0316], [-0.0833, 0.0300, -0.0337], [0.0383, -0.2006, -0.1430], [0.0078, 0.2514, 0.3015], [-0.0332, -0.0924, -0.0216], [-0.5270, -0.2046, -0.1146], [0.0756, 0.2000, 0.1656], [-0.1894, 0.0177, -0.3132], [0.0340, -0.0667, 0.0362], [-0.0650, 0.0142, 0.0717], [0.0147, -0.1363, -0.0416], [0.0255, -0.0463, -0.1516], [0.0854, -0.0354, -0.0665], [0.0344, -0.0458, 0.0371], [-0.0200, 0.0436, -0.0076], [0.0081, -0.0235, -0.0542], [0.0117, -0.0306, 0.0600], [-0.0181, 0.0510, -0.0606], [-0.0051, 0.0138, -0.0031], [0.0120, 0.0137, -0.0046], [-0.0265, 0.0051, -0.0201], [0.0022, 0.0006, 0.0033], [0.0015, -0.0225, 0.0184], [-0.0260, 0.0314, -0.0186], [0.0022, 0.0057, 0.0011], [-0.0074, -0.0092, 0.0367], [0.0285, -0.0080, -0.0005], [-0.0019, -0.0464, 0.0059]]
}